Molecular formula: C4H10S2
Method: DFT, ωB97M-V/def2-TZVPD

ΔE to the lowest compared entry with this formula, charge and spin = 1.822 eV
HOMO-LUMO gap = 9.2200 eV
LUMO level = 0.32 eV
SMILES = C=CC.CSS

Geometry (Å):
C -0.575 -1.080 1.412
S -1.055 -1.064 -0.310
S -1.893 0.904 -0.518
H -0.134 -0.145 1.755
H 0.210 -1.839 1.551
H -1.463 -1.287 2.005
H -3.113 0.431 -0.709
C 1.720 1.347 -0.609
C 2.287 0.018 -0.186
C 3.007 -0.099 0.931
H 1.515 1.990 0.257
H 2.372 1.888 -1.304
H 0.836 1.336 -1.235
H 1.824 -0.830 -0.671
H 3.748 -0.899 0.895
H 3.194 0.769 1.555

natural (NBO) atomic charge list, values in e, 6 entries: C -0.765; S 0.093; S -0.145; H 0.235; H 0.240; H 0.219

=====

Molecular formula: Ca5O4P
Method: DFT, ωB97M-V/def2-TZVPD

HOMO-LUMO gap (alpha / beta) = 4.5089 / 11.6320 eV
LUMO level (alpha / beta) = -21.13 / -21.56 eV
charge = +6
2S+1 = 2

Geometry (Å):
Ca 8.660 -36.710 -31.945
Ca 8.217 -34.619 -35.706
Ca 5.759 -33.175 -32.145
Ca 4.350 -35.655 -35.497
Ca 5.399 -38.778 -33.043
P 6.333 -36.059 -33.524
O 7.823 -35.731 -33.832
O 5.657 -37.049 -34.432
O 5.464 -34.825 -33.659
O 6.397 -36.867 -32.238

natural (NBO) atomic charge list, values in e, 6 entries: Ca 1.926; Ca 1.538; Ca 1.845; Ca 1.759; Ca 1.953; P 2.451

=====

Molecular formula: C4H6O
Method: DFT, ωB97M-V/def2-TZVPD

ΔE to the lowest compared entry with this formula, charge and spin = 2.477 eV
HOMO-LUMO gap = 9.5107 eV
LUMO level = 0.93 eV
SMILES = C=C1C[C@@H]1O

Geometry (Å):
C -0.546 -0.108 -0.094
C -1.661 -0.765 0.056
C 0.215 1.095 -0.151
C 0.970 -0.002 0.493
O 1.888 -0.615 -0.274
H -1.611 -1.649 0.564
H -2.548 -0.469 -0.400
H 0.661 1.417 -1.067
H -0.185 1.883 0.485
H 1.248 -0.040 1.612
H 1.568 -0.748 -1.223

natural (NBO) atomic charge list, values in e, 6 entries: C -0.025; C -0.376; C -0.494; C 0.082; O -0.703; H 0.197

=====

Molecular formula: C6H6O
Method: DFT, ωB97M-V/def2-TZVPD

ΔE to the lowest compared entry with this formula, charge and spin = 6.808 eV
HOMO-LUMO gap (alpha / beta) = 7.3592 / 7.3587 eV
LUMO level (alpha / beta) = -0.58 / -0.58 eV

Geometry (Å):
O 1.976 -0.949 -0.336
C 1.364 0.154 0.301
C -0.150 0.179 0.100
C -0.700 -0.836 -0.604
C -1.685 -1.576 -1.186
C -0.837 1.361 0.493
C -1.324 2.437 0.742
H 1.683 -1.755 0.112
H 1.562 0.142 1.384
H 1.842 1.048 -0.108
H 0.142 -1.187 -1.254
H -2.109 -2.405 -0.591
H -1.764 3.387 0.947

natural (NBO) atomic charge list, values in e, 6 entries: O -0.701; C -0.062; C -0.180; C -0.371; C -0.036; C -0.040

=====

Molecular formula: C10H24ClO3P2Zr
Method: DFT, ωB97M-V/def2-TZVPD

ΔE to the lowest compared entry with this formula, charge and spin = 5.437 eV
HOMO-LUMO gap = 3.8269 eV
LUMO level = -14.77 eV
charge = +3

Geometry (Å):
C -0.417 -0.970 -5.894
C -0.185 -1.142 -4.421
H -1.489 -0.889 -6.084
H 0.007 -1.825 -6.428
H 0.106 -0.074 -6.240
O -0.988 -1.189 -3.546
Cl 1.602 -1.285 -4.044
Zr 0.005 0.124 0.617
P 0.038 -2.184 0.831
C -1.305 -2.970 1.798
C -0.014 -3.071 -0.771
H 0.088 -4.152 -0.628
H 1.573 -3.925 1.617
H 0.802 -2.695 -1.393
H 2.420 -2.446 1.056
H -2.269 -2.724 1.345
H -0.962 -2.855 -1.271
C 1.562 -2.829 1.616
H -1.183 -4.058 1.827
H 1.622 -2.460 2.643
H -1.295 -2.576 2.818
P 0.213 2.402 0.243
C -1.057 3.505 0.970
C 1.789 3.108 0.852
H 0.988 2.279 -2.032
H 0.391 3.930 -1.664
H -0.759 2.594 -1.968
C 0.208 2.858 -1.531
H 2.609 2.531 0.415
H 1.883 4.164 0.575
H -0.853 4.553 0.727
H -1.067 3.379 2.056
H 1.832 3.008 1.939
H -2.042 3.227 0.585
C -1.516 0.308 1.602
O -2.493 0.425 2.236
C 0.031 0.797 3.970
O 0.020 0.518 2.578
H 1.078 0.799 4.337
H -0.548 0.019 4.509
H -0.425 1.792 4.152

natural (NBO) atomic charge list, values in e, 6 entries: C -0.740; C 0.627; H 0.266; H 0.285; H 0.274; O -0.557

=====

Molecular formula: C5H8N2
Method: DFT, ωB97M-V/def2-TZVPD

ΔE to the lowest compared entry with this formula, charge and spin = 0.607 eV
HOMO-LUMO gap = 9.1429 eV
LUMO level = 1.06 eV
SMILES = Cc1c[nH]c(N)c1

Geometry (Å):
C -2.486 -0.108 0.030
C -0.960 0.035 0.006
C -0.370 1.229 -0.329
N 0.999 1.076 -0.288
C 1.347 -0.190 0.089
N 2.708 -0.549 0.164
C 0.240 -0.940 0.334
H -2.845 -0.813 -0.731
H -2.830 -0.477 1.002
H -3.030 0.840 -0.153
H -0.777 2.210 -0.596
H 1.688 1.796 -0.393
H 2.950 -1.080 0.989
H 3.065 -1.001 -0.671
H 0.301 -2.027 0.547

natural (NBO) atomic charge list, values in e, 6 entries: C -0.628; C -0.071; C -0.090; N -0.530; C 0.273; N -0.859

=====

Molecular formula: H2N2O4S
Method: DFT, ωB97M-V/def2-TZVPD

ΔE to the lowest compared entry with this formula, charge and spin = 3.233 eV
HOMO-LUMO gap (alpha / beta) = 7.7164 / 8.7168 eV
LUMO level (alpha / beta) = -2.10 / -1.05 eV

Geometry (Å):
N -0.047 -0.389 -0.332
N 3.351 0.702 -0.107
O 3.263 1.438 0.788
O 3.949 0.391 -1.064
O 1.022 -1.771 1.557
O 1.859 -2.058 -0.821
S 1.391 -1.236 0.283
H -0.031 -0.287 -1.327
H -0.656 0.430 0.019

natural (NBO) atomic charge list, values in e, 6 entries: N -1.070; N 0.519; O -0.250; O -0.240; O -0.849; O -0.863

=====

Molecular formula: C20H20N6O3S
Method: DFT, ωB97M-V/def2-TZVPD

ΔE to the lowest compared entry with this formula, charge and spin = 0.000 eV
HOMO-LUMO gap = 8.3911 eV
LUMO level = -0.29 eV
SMILES = CCNC(=O)Nc1nc2cc(-c3cncc(C#N)c3)c(OC[C@H]3CCOC3)nc2s1

Geometry (Å):
N -2.380 -2.299 -5.755
O 0.274 2.527 6.317
C -2.024 -2.600 -4.693
N 0.278 0.229 2.846
N -1.731 -4.459 -1.535
N 2.108 0.057 -0.225
O 1.817 -1.101 -2.209
O 1.693 3.233 -4.333
S 2.373 1.576 2.010
C 0.143 1.767 5.380
C 1.169 1.171 3.188
C -2.039 -4.133 -2.813
C -1.027 -3.573 -0.756
C 1.367 -0.784 -0.966
C 1.681 0.371 0.972
C -0.926 -2.028 -2.582
C -0.247 -1.096 0.844
C -1.617 -2.898 -3.370
C 0.543 -0.198 1.569
C -0.616 -2.336 -1.272
C 0.167 -1.389 -0.488
N 1.140 1.820 4.431
N -0.931 0.916 5.300
C -2.945 -0.280 5.855
C 0.518 3.063 -3.555
C 2.516 -0.131 -2.964
C 2.360 1.958 -4.506
C -2.044 0.889 6.214
C 0.791 1.848 -2.684
C 1.600 0.945 -3.646
H -2.585 -4.801 -3.448
H -0.833 -3.842 0.282
H -0.644 -1.047 -2.941
H -1.169 -1.485 1.226
H 1.819 2.540 4.633
H -0.956 0.413 4.422
H -3.869 -0.338 6.474
H -2.420 -1.255 5.936
H -3.278 -0.183 4.813
H 0.351 3.930 -2.897
H -0.361 2.915 -4.185
H 3.000 -0.653 -3.762
H 3.297 0.406 -2.408
H 3.373 2.077 -4.189
H 2.377 1.662 -5.551
H -2.630 1.828 6.129
H -1.698 0.772 7.250
H -0.079 1.398 -2.255
H 1.426 2.183 -1.842
H 0.869 0.414 -4.263

natural (NBO) atomic charge list, values in e, 6 entries: N -0.291; O -0.649; C 0.280; N -0.516; N -0.401; N -0.470

=====

Molecular formula: C36H100N8O10
Method: DFT, ωB97M-V/def2-TZVPD

ΔE to the lowest compared entry with this formula, charge and spin = 4.075 eV
HOMO-LUMO gap = 8.7428 eV
LUMO level = 0.29 eV
SMILES = COC[C@H](C)N.COC[C@H](C)N.COC[C@H](C)N.COC[C@H](C)N.COC[C@H](C)N.COC[C@H](C)N.COC[C@H](C)N.COC[C@H](C)N.CC(C)O.CO

Geometry (Å):
C -4.575 -0.459 3.812
C -6.000 -0.236 4.393
C -6.701 -1.608 4.293
O -5.795 0.047 5.738
H -4.630 -0.874 2.805
H -4.001 -1.147 4.433
H -4.080 0.512 3.827
H -6.426 0.649 3.921
H -6.844 -2.063 3.313
H -7.759 -1.466 4.513
H -6.274 -2.276 5.041
H -5.426 -0.751 6.124
C 7.520 -3.025 -3.612
C 6.836 -2.001 -2.646
C 5.547 -2.534 -1.984
O 4.990 -1.534 -1.198
C 3.797 -1.917 -0.399
N 7.813 -1.601 -1.685
H 7.013 -3.280 -4.543
H 7.686 -4.012 -3.182
H 8.506 -2.643 -3.878
H 6.499 -1.176 -3.274
H 5.798 -3.368 -1.328
H 4.912 -2.858 -2.809
H 3.338 -1.040 0.057
H 3.896 -2.680 0.374
H 3.016 -2.222 -1.096
H 7.457 -0.820 -1.153
H 7.956 -2.281 -0.951
C -2.539 3.561 -2.384
C -1.246 4.034 -3.115
C -0.440 5.102 -2.391
O 0.528 5.690 -3.255
C 1.369 6.655 -2.637
N -0.330 2.874 -3.305
H -3.055 2.890 -3.071
H -3.211 4.393 -2.174
H -2.352 3.009 -1.463
H -1.477 4.382 -4.122
H 0.069 4.647 -1.541
H -1.075 5.923 -2.057
H 2.011 6.225 -1.868
H 0.741 7.443 -2.221
H 1.941 7.038 -3.482
H 0.535 3.365 -3.480
H -0.200 2.403 -2.421
C 6.582 2.181 -0.094
C 6.371 1.216 1.107
C 4.921 1.267 1.605
O 4.610 2.512 2.104
C 3.397 2.783 2.777
N 6.846 -0.052 0.719
H 6.153 1.733 -0.991
H 7.630 2.290 -0.372
H 6.181 3.174 0.109
H 7.022 1.517 1.928
H 4.797 0.488 2.358
H 4.272 1.027 0.763
H 2.527 2.650 2.134
H 3.305 3.810 3.131
H 3.110 2.182 3.640
H 6.200 -0.451 0.053
H 6.611 -0.620 1.520
C 1.089 -2.362 3.615
C 1.842 -3.582 4.192
C 1.044 -4.877 4.249
O 0.791 -5.280 2.940
C -0.133 -6.354 2.901
N 3.092 -3.814 3.445
H 1.736 -1.486 3.585
H 0.239 -2.197 4.277
H 0.735 -2.596 2.611
H 2.119 -3.456 5.239
H 0.133 -4.926 4.846
H 1.608 -5.733 4.618
H -0.407 -6.521 1.859
H -1.113 -6.193 3.350
H 0.300 -7.265 3.314
H 3.701 -4.538 3.798
H 2.781 -4.117 2.533
C -4.716 -4.631 -5.090
C -5.002 -3.609 -3.926
C -3.743 -2.812 -3.599
O -2.777 -3.572 -2.816
C -1.662 -2.833 -2.378
N -5.983 -2.681 -4.442
H -4.411 -4.166 -6.028
H -5.645 -5.173 -5.269
H -4.014 -5.422 -4.827
H -5.454 -4.098 -3.063
H -4.009 -1.866 -3.129
H -3.295 -2.540 -4.555
H -2.063 -2.007 -1.792
H -1.125 -2.335 -3.185
H -0.981 -3.469 -1.811
H -5.582 -2.204 -5.237
H -6.776 -3.173 -4.827
C -5.517 4.073 3.227
C -4.322 3.596 2.418
C -4.434 3.863 0.921
O -5.614 3.305 0.313
C -5.719 1.872 0.313
N -3.214 4.273 2.955
H -5.571 5.159 3.296
H -5.378 3.838 4.282
H -6.481 3.667 2.921
H -4.260 2.524 2.605
H -3.534 3.594 0.369
H -4.514 4.942 0.788
H -6.706 1.672 -0.103
H -5.670 1.378 1.284
H -4.996 1.452 -0.386
H -3.214 4.199 3.962
H -3.393 5.266 2.911
C -0.046 -0.798 -0.267
C -0.860 0.453 -0.159
C -1.388 0.638 1.349
O -0.264 0.813 2.238
C -0.652 1.096 3.572
N 0.007 1.569 -0.417
H -0.555 -1.633 0.215
H 0.905 -0.743 0.264
H 0.338 -1.056 -1.254
H -1.648 0.369 -0.908
H -2.044 -0.170 1.673
H -2.038 1.510 1.279
H -1.422 1.867 3.571
H 0.196 1.428 4.171
H -1.037 0.219 4.093
H 0.769 1.422 0.230
H -0.384 2.417 -0.032
C 2.597 1.805 -5.208
C 2.445 0.901 -3.974
C 2.974 1.587 -2.678
O 2.421 2.837 -2.436
C 3.025 3.299 -1.187
N 1.028 0.461 -3.757
H 2.363 2.847 -4.991
H 1.825 1.465 -5.899
H 3.590 1.710 -5.648
H 3.118 0.046 -4.035
H 4.029 1.717 -2.917
H 2.899 0.894 -1.840
H 4.047 2.982 -0.981
H 2.461 2.881 -0.353
H 2.836 4.362 -1.037
H 0.979 0.141 -2.800
H 0.470 1.301 -3.708
C -2.891 -4.227 1.442
O -3.287 -4.712 2.692
H -1.869 -3.849 1.447
H -2.820 -5.009 0.686
H -3.571 -3.411 1.198
H -4.207 -4.894 2.484

Mulliken atomic charge list, values in e, 6 entries: C -0.913; C -0.020; C -1.312; O -0.565; H 0.297; H 0.668

=====

Molecular formula: C25H25ClF2N4PdS3
Method: DFT, ωB97M-V/def2-TZVPD

ΔE to the lowest compared entry with this formula, charge and spin = 0.712 eV
HOMO-LUMO gap = 3.9142 eV
LUMO level = 4.08 eV
charge = -2

Geometry (Å):
Pd 1.571 -1.720 -0.569
F 0.620 1.872 4.411
C 0.677 1.677 3.051
C -0.035 0.699 2.492
C -0.052 0.471 0.994
C 0.901 1.424 0.246
C 1.592 2.387 0.985
F 2.461 3.228 0.338
C 1.531 2.572 2.341
C 1.020 1.308 -1.166
C 1.323 2.426 -2.000
C 1.459 2.290 -3.353
C 1.299 1.027 -3.938
C 0.983 -0.011 -3.094
N 0.824 0.091 -1.766
H -0.684 0.083 3.102
H 2.128 3.315 2.845
H 1.400 3.399 -1.547
H 1.665 3.161 -3.965
H 1.401 0.861 -5.002
H 0.858 -1.007 -3.511
S 3.735 -2.304 -1.196
C 3.340 -2.575 0.422
N 3.151 -3.887 0.916
C 2.244 -3.973 2.061
C 2.752 -3.056 3.162
C 2.864 -1.641 2.623
N 3.699 -1.649 1.420
H 2.820 -4.455 0.146
H 2.219 -5.010 2.401
H 1.222 -3.680 1.780
H 3.735 -3.403 3.494
H 2.067 -3.078 4.013
H 3.323 -0.978 3.357
H 1.862 -1.245 2.415
H 3.772 -0.728 1.007
S -0.538 -4.246 -1.025
C -1.609 -3.144 -1.643
N -1.335 -1.911 -2.037
C -2.417 -1.045 -2.470
C -3.699 -1.692 -1.959
S -3.338 -3.473 -1.870
H -0.397 -1.523 -1.879
H -2.422 -0.979 -3.563
H -2.274 -0.050 -2.042
H -4.550 -1.505 -2.609
H -3.930 -1.352 -0.952
Cl -4.932 5.377 -0.238
C -3.918 3.950 -0.018
C -2.632 4.068 0.512
C -1.834 2.963 0.693
C -2.259 1.626 0.331
C -1.469 0.497 0.448
C -3.616 1.571 -0.162
C -4.405 2.688 -0.336
H -2.260 5.046 0.798
H -0.859 3.103 1.137
H 0.326 -0.573 0.847
H -1.914 -0.472 0.228
H -4.050 0.605 -0.388
H -5.416 2.580 -0.715

natural (NBO) atomic charge list, values in e, 6 entries: Pd 0.248; F -0.385; C 0.464; C -0.371; C -0.205; C -0.335

=====

Molecular formula: C3H2IN
Method: DFT, ωB97M-V/def2-TZVPD

ΔE to the lowest compared entry with this formula, charge and spin = 0.000 eV
HOMO-LUMO gap (alpha / beta) = 7.9861 / 8.5406 eV
LUMO level (alpha / beta) = 0.29 / -1.47 eV
2S+1 = 3

Geometry (Å):
C 0.109 0.611 0.880
C -0.715 0.100 -0.799
C 0.396 -0.526 0.088
N -0.901 1.098 0.000
I 1.726 -2.091 -0.068
H 0.647 1.160 1.535
H -1.262 -0.353 -1.637

natural (NBO) atomic charge list, values in e, 6 entries: C -0.027; C 0.012; C -0.236; N -0.383; I 0.240; H 0.188

=====

Molecular formula: H8O4
Method: DFT, ωB97M-V/def2-TZVPD

ΔE to the lowest compared entry with this formula, charge and spin = 0.590 eV
HOMO-LUMO gap = 11.9453 eV
LUMO level = 0.63 eV
SMILES = O.O.O.O

Geometry (Å):
O 1.491 0.389 1.236
H 2.262 -0.170 1.521
H 1.498 0.271 0.259
O 1.151 0.526 -1.315
H 1.132 1.487 -1.555
H 0.266 0.167 -1.475
O -1.403 -0.746 -1.410
H -1.780 -0.303 -0.575
H -1.013 -1.565 -1.125
O -1.338 -0.435 1.449
H -0.407 -0.059 1.569
H -1.859 0.439 1.421

natural (NBO) atomic charge list, values in e, 6 entries: O -1.000; H 0.472; H 0.498; O -0.974; H 0.487; H 0.509